Entry 1:
Density functional theory data (the ωB97M-V functional and the def2-TZVPD basis) for a 8-piece molecular cluster, C27H67N3O8 overall.

Its structure (SMILES) is CC1(C)CCCC(C)(C)N1O.CC1(C)CCCC(C)(C)N1O.CC1(C)CCCC(C)(C)N1O.O.O.O.O.O. For the relative energy (zero: lowest compared OMol25 entry of this formula, charge and spin), the calculation gives 3.734 eV. For the frontier orbital gap, the calculation gives 7.886 eV. The largest force on an atom comes out at 3.7 eV/Å. The multiplicity is 1. Its HOMO energy is -8.080 eV.

Geometry as XYZ:
```
105
C27H67N3O8 | the OMol25 dataset | the ωB97M-V functional and the def2-TZVPD basis
H -7.163 -1.388 0.472
H 5.705 0.517 3.770
H -1.851 -3.766 -1.240
C 3.131 -0.616 3.715
H 1.571 6.941 -2.105
C -0.885 3.741 -0.499
N -5.248 -3.262 -0.762
H -0.972 4.431 -2.990
C 2.003 0.470 1.884
C -4.116 -3.335 1.733
H -7.596 -5.096 0.767
O 3.292 -1.888 0.943
H -6.110 -3.982 2.170
H -3.468 -0.864 -2.039
C -3.913 -5.288 -1.639
H 2.458 -0.022 4.333
H -3.579 -2.419 1.486
N 1.585 4.391 -0.676
H -1.807 3.403 -0.975
O -4.264 -0.721 -2.549
H 0.660 -1.905 0.026
C -0.146 4.799 -2.382
H 4.172 6.628 -0.461
H 6.208 2.009 3.076
H -2.631 -4.527 1.042
H -6.029 -3.828 -2.287
H 4.169 1.953 1.532
C 0.571 2.487 -1.936
H -8.361 -2.763 0.616
C 4.266 1.364 2.444
C 5.515 -1.024 1.465
H 3.569 5.570 0.708
C 6.319 0.250 1.747
H 3.750 4.059 -2.991
H 0.955 1.681 -1.311
C 6.021 -2.097 2.506
H -0.286 2.147 -2.517
H 3.128 -1.653 0.027
H 1.418 4.613 -3.840
H -3.301 0.190 0.788
H 7.086 -1.434 -0.109
H 1.834 4.131 1.057
H -4.056 -5.472 0.910
C 0.933 5.418 -3.289
H -1.105 4.578 0.163
C 6.003 -1.407 0.013
H 3.960 3.528 -1.235
H 5.348 -2.191 -0.366
H 5.104 -2.686 2.493
H -1.194 0.099 -0.536
H 1.376 -0.380 1.615
O -5.766 -2.959 -1.975
C -6.785 -4.928 0.058
H -0.603 -2.721 -0.147
C -6.304 -3.418 0.239
H -2.653 -2.209 -0.758
H -3.203 -6.027 -1.269
H 6.890 -2.576 2.054
H 0.508 6.049 -4.069
C 5.704 1.074 2.833
H -7.866 -2.264 -0.896
H -4.830 -1.459 -2.324
H 0.103 -0.442 -2.098
H -4.656 -0.379 0.422
H -0.880 -0.609 -3.236
H 4.023 -0.961 4.238
C -3.942 -4.088 -0.790
C 2.676 5.234 -1.287
C -7.476 -2.370 0.117
H -0.652 5.693 -2.017
H 7.356 0.193 2.076
H -5.917 -2.295 2.202
O -0.085 -2.259 0.512
C 2.000 6.002 -2.454
C 3.779 4.340 -1.939
C 3.248 6.125 -0.174
C 0.355 3.837 -1.329
H -0.665 2.964 0.233
O -1.229 0.281 0.403
O 2.007 3.542 0.319
C 3.449 0.088 2.373
H -3.930 -3.569 2.781
H 1.382 2.540 -2.662
O -0.833 -0.503 -2.286
H 6.295 0.810 0.812
C -2.772 -3.183 -1.232
H 5.694 -0.615 -0.669
H 6.148 -1.661 3.497
H -6.060 -5.683 0.359
H 2.581 -1.538 3.526
H 3.838 2.028 3.194
H -3.693 -5.082 -2.686
H -0.756 -0.447 0.807
O -4.211 0.148 1.085
H 1.529 1.223 2.514
H -7.162 -5.150 -0.941
H -4.862 -5.824 -1.645
H 4.783 4.764 -1.920
H 2.580 6.925 0.144
N 4.046 -0.802 1.400
H 2.066 0.954 0.909
H -2.799 -2.904 -2.286
C -3.659 -4.483 0.681
H 2.807 6.375 -3.083
C -5.631 -3.171 1.620
```

Mulliken atomic charge list, values in e, 5 entries: H 0.386; H 0.318; H 0.747; C -1.800; H 0.388


Entry 2:
Density functional theory data (the ωB97M-V functional and the def2-TZVPD basis) for C12H22N2O6STi as an isolated structure.

For the relative energy (zero: lowest compared OMol25 entry of this formula, charge and spin), the calculation gives 0.000 eV. For the frontier orbital gap, the calculation gives 8.422 eV. The largest force on an atom comes out at 0.3 eV/Å. The multiplicity is 1. Its HOMO energy is -8.085 eV.

Geometry as XYZ:
```
44
C12H22N2O6STi | the OMol25 dataset | the ωB97M-V functional and the def2-TZVPD basis
C -3.118 -0.491 2.371
C 0.151 2.742 1.528
C 0.341 3.268 -0.913
H -3.007 -0.755 3.427
C -2.828 -2.809 1.538
O -0.248 -0.760 -2.143
H 2.757 1.998 1.209
C -1.061 -1.133 1.167
H 2.593 -0.219 -3.345
H -0.917 -3.006 0.564
C 0.882 2.413 0.230
C 1.554 -3.105 -1.183
H 2.920 2.396 -0.508
H 3.586 -2.443 -1.253
C 2.380 2.637 0.411
H 2.208 1.056 -2.177
O 0.643 1.054 -0.106
H 0.367 3.760 1.855
O 1.408 -4.207 -1.661
Ti 0.948 -0.685 0.398
H -4.709 -1.919 2.096
H 0.473 2.050 2.309
O 0.907 -2.596 -0.184
H 2.586 3.680 0.658
H -2.698 -3.255 2.528
H -3.211 -3.583 0.874
H -0.930 2.665 1.379
H 0.872 3.052 -1.843
S 1.959 -0.644 2.230
H 0.460 4.331 -0.694
C 2.004 0.025 -2.459
C -3.780 -1.626 1.608
H -0.719 3.059 -1.065
H -3.717 0.418 2.315
C 2.640 -2.178 -1.724
H -4.019 -1.292 0.596
H -0.757 0.548 -3.973
C 0.530 -0.095 -2.772
H -1.391 0.680 1.917
N -1.540 -2.356 1.027
H 2.729 -2.284 -2.803
O 0.199 0.640 -3.839
N -1.811 -0.224 1.781
O 2.364 -0.804 -1.373
```

Mulliken atomic charge list, values in e, 5 entries: C -0.661; C -2.017; C -1.569; H 0.318; C -0.699


Entry 3:
Density functional theory data (the ωB97M-V functional and the def2-TZVPD basis) for C18H23CsF2LiMgN2O16P2S as an isolated structure.

The charge is +1. For the frontier orbital gap, the calculation gives 2.180 eV. The largest force on an atom comes out at 8.8 eV/Å. The multiplicity is 1. Its HOMO energy is -6.682 eV.

Geometry as XYZ:
```
67
C18H23CsF2LiMgN2O16P2S | the OMol25 dataset | the ωB97M-V functional and the def2-TZVPD basis
C -1.278 1.014 0.564
H 5.166 -0.652 2.656
C -0.892 -1.786 3.470
H 9.005 -1.038 0.281
O -1.434 -1.360 -5.190
O -1.339 -0.338 5.900
S 6.136 -1.002 -0.452
C -1.749 1.649 -0.595
H 8.995 0.351 -1.720
H 8.791 0.596 0.951
H -4.079 1.390 8.723
N -1.549 -2.166 7.566
C -4.771 -1.650 -7.625
O -4.161 0.082 -4.593
O -6.356 -1.100 -9.280
P -1.465 -0.461 -3.962
H 7.693 1.379 -1.075
C -4.216 -1.353 -6.447
C 0.017 1.272 0.980
F 0.520 0.700 2.075
C 4.138 -0.307 2.571
Cs -7.080 1.418 -9.566
H -2.767 1.465 -0.942
C -1.161 -3.234 3.850
H 3.756 -0.470 1.572
H -6.069 1.499 -5.643
N 3.321 -1.100 3.529
C -6.299 0.346 -7.407
O -4.430 1.477 7.804
C -1.375 -1.193 7.003
Mg -0.351 0.681 7.996
H 0.850 -1.700 5.465
H 2.163 2.777 3.001
O 6.071 -2.417 -0.486
O -2.379 -1.088 -2.912
C 8.358 -0.158 0.298
H -4.457 -2.501 -8.214
H -1.282 2.996 -2.201
C -5.847 -0.830 -8.194
H 1.028 3.411 -1.419
O -0.056 -0.324 -3.395
H -5.361 1.173 7.742
H 4.045 0.747 2.854
O -2.201 -3.588 4.222
O 3.036 2.739 2.598
C 0.847 2.127 0.286
H 1.862 2.298 0.664
H -7.090 0.937 -7.841
C -5.751 0.646 -6.230
Li -3.168 2.868 0.840
H -0.244 -1.733 2.586
F -0.145 -4.080 3.708
C -0.918 2.510 -1.304
H -3.843 0.998 7.160
C 0.380 2.746 -0.865
O 7.071 -0.557 0.782
O 3.608 -1.033 4.706
O 2.400 -1.763 3.075
P -0.035 -0.798 4.810
O 7.102 -0.506 -1.637
H -1.869 -1.315 3.328
H -3.418 -1.946 -6.015
H -1.904 0.330 1.129
O -1.986 0.932 -4.332
C -4.663 -0.184 -5.658
C 8.103 0.366 -1.100
O 4.978 -0.185 -0.444
```

Mulliken atomic charge list, values in e, 5 entries: C -0.413; H 0.327; C -0.169; H 0.281; O -0.511